No. 1
ORCA calculation (ωB97M-V/def2-TZVPD) on a molecular structure, C43H41AuBN7O.

Properties
F_max: 0.0190 hartree/bohr
HOMO-LUMO gap: 6.3 eV
calculated total energy: -2282.22706 Ha
HOMO level: -6.3 eV
total charge: 0
relative energy (zero: lowest compared OMol25 entry of this formula, charge and spin): 1.4 kcal/mol

Each line ends with the Mulliken charge.
CARTESIAN COORDINATES (ANGSTROEM)
Au  -0.381  -0.197  -0.332  1.46
C  3.664  0.401  3.497  -1.49
C  3.202  0.644  2.102  1.01
C  3.973  0.601  0.944  -1.29
C  3.101  0.874  -0.089  -0.57
N  1.882  1.140  0.416  2.06
N  1.939  0.955  1.782  0.13
B  0.716  0.478  2.699  -1.22
N  0.478  -1.056  2.468  0.67
N  0.112  -1.596  1.275  -0.45
C  -0.138  -2.884  1.462  0.05
C  0.065  -3.198  2.814  -1.24
C  0.443  -2.020  3.417  0.70
C  0.738  -1.791  4.864  -1.33
C  -0.594  -3.794  0.388  0.96
C  -0.833  -3.365  -0.914  0.00
C  -1.295  -4.242  -1.883  -1.02
C  -1.527  -5.573  -1.568  -0.38
C  -1.279  -6.017  -0.278  -0.75
C  -0.816  -5.138  0.687  -0.77
N  -0.601  1.240  2.531  0.52
N  -1.296  1.186  1.378  -0.38
C  -2.406  1.882  1.550  -0.77
C  -2.442  2.407  2.854  -1.37
C  -1.292  1.956  3.458  1.04
C  -0.857  2.147  4.875  -1.33
C  -3.378  2.058  0.458  0.45
C  -4.100  3.244  0.358  -0.56
C  -4.973  3.451  -0.699  -0.70
C  -5.140  2.472  -1.669  -0.45
C  -4.439  1.278  -1.567  -0.74
C  -3.569  1.071  -0.507  -0.09
C  3.409  0.839  -1.530  0.41
C  2.622  0.115  -2.417  0.14
C  2.974  0.035  -3.755  -0.70
C  4.108  0.689  -4.219  -0.47
C  4.899  1.411  -3.336  -0.88
C  4.556  1.474  -1.993  -0.58
H  4.722  0.146  3.488  0.47
H  3.523  1.301  4.097  0.23
H  3.117  -0.408  3.972  0.10
H  5.018  0.354  0.869  0.59
H  1.072  0.619  3.830  0.09
H  -0.051  -4.148  3.304  0.43
H  0.594  -2.725  5.405  0.39
H  1.761  -1.459  5.032  0.26
H  0.075  -1.041  5.293  0.14
H  -0.656  -2.328  -1.189  0.36
H  -1.477  -3.881  -2.887  0.44
H  -1.898  -6.256  -2.320  0.39
H  -1.449  -7.054  -0.018  0.39
H  -0.627  -5.504  1.687  0.32
H  -3.229  2.981  3.313  0.57
H  -1.594  2.761  5.391  0.41
H  -0.781  1.194  5.400  0.15
H  0.108  2.645  4.950  0.15
H  -3.952  4.019  1.100  0.39
H  -5.513  4.386  -0.774  0.40
H  -5.820  2.635  -2.495  0.39
H  -4.576  0.502  -2.309  0.41
H  -3.046  0.124  -0.412  0.87
H  1.751  -0.414  -2.049  0.27
H  2.362  -0.541  -4.437  0.42
H  4.379  0.629  -5.265  0.39
H  5.779  1.930  -3.692  0.42
H  5.165  2.043  -1.301  0.49
C  1.185  3.395  -2.893  -1.14
C  -0.043  2.741  -2.278  1.16
C  -0.681  1.759  -3.250  -1.47
C  -1.065  3.781  -1.847  -1.21
O  0.335  1.887  -1.156  1.69
H  0.883  3.937  -3.791  0.56
H  1.928  2.649  -3.173  0.13
H  1.636  4.097  -2.195  -0.02
H  -1.017  2.288  -4.143  0.43
H  -1.548  1.284  -2.784  0.11
H  0.034  0.991  -3.549  0.19
H  -1.331  4.395  -2.709  0.55
H  -0.657  4.412  -1.058  0.07
H  -1.966  3.294  -1.473  0.10
N  3.468  8.031  5.032  -0.58
C  3.089  7.288  4.239  -0.01
C  2.619  6.352  3.254  0.36
C  2.761  6.618  1.891  -0.82
C  2.317  5.713  0.951  -0.93
C  1.721  4.486  1.323  0.38
C  1.594  4.243  2.706  0.78
C  2.024  5.152  3.647  -0.99
C  1.278  3.578  0.344  -0.28
C  1.118  2.410  -0.095  -1.02
H  3.205  7.554  1.579  0.45
H  2.410  5.941  -0.103  0.41
H  1.170  3.302  3.017  0.26
H  1.927  4.935  4.704  0.43



No. 2
ORCA calculation (ωB97M-V/def2-TZVPD) on a molecular structure, C31H56Cl2P2RuSi2 at a distorted geometry.

Properties
F_max: 0.0510 hartree/bohr
spin multiplicity: 5
HOMO-LUMO gap (alpha / beta): 6.6 / 6.0 eV
calculated total energy: -3491.69556 Ha
HOMO level (alpha / beta): -6.1 / -6.9 eV
total charge: 0

Each line ends with the Mulliken charge.
CARTESIAN COORDINATES (ANGSTROEM)
Ru  0.771  0.540  -0.658  0.35
C  -1.753  2.033  -0.405  -0.55
C  -0.774  2.472  0.510  0.89
C  0.482  2.649  -0.222  -1.31
Si  -1.117  2.724  2.338  0.11
C  0.211  2.269  -1.634  -1.14
C  -1.187  1.802  -1.682  0.70
Si  -2.029  0.956  -3.109  -0.11
H  -2.798  1.885  -0.168  0.55
H  1.319  3.238  0.102  0.32
H  0.792  2.583  -2.481  0.58
Cl  2.583  -0.653  -0.255  -0.52
C  -3.870  0.793  -2.851  -1.18
C  -1.665  1.846  -4.703  -1.16
C  -2.954  2.598  2.663  -1.26
C  -0.452  4.361  2.921  -1.09
H  -1.974  2.896  -4.597  0.38
H  -2.260  1.399  -5.513  0.35
H  -0.607  1.825  -4.988  0.26
H  -4.138  -0.148  -2.354  0.28
H  -4.366  0.819  -3.831  0.44
H  -4.248  1.633  -2.254  0.38
H  -0.962  5.159  2.363  0.35
H  0.628  4.477  2.772  0.31
H  -0.676  4.496  3.988  0.34
H  -3.492  3.356  2.078  0.34
H  -3.151  2.781  3.728  0.38
H  -3.354  1.610  2.399  0.33
C  -1.246  -0.751  -2.999  -0.25
C  -0.258  1.256  3.143  -0.19
P  0.532  -0.694  -2.576  0.89
H  -1.448  -1.311  -3.920  0.91
H  -1.751  -1.283  -2.176  -0.87
P  1.273  0.760  2.269  0.38
H  -0.948  0.396  3.099  -1.08
H  -0.090  1.470  4.211  1.04
C  1.809  -0.716  3.317  0.85
C  2.493  2.112  2.795  1.20
C  1.447  -0.183  -4.131  1.34
C  0.862  -2.525  -2.351  0.63
C  0.201  -2.980  -1.050  -0.94
H  1.958  -2.604  -2.267  0.74
C  0.384  -3.418  -3.498  -1.45
H  -0.704  -3.360  -3.639  0.19
H  0.623  -4.463  -3.250  0.46
H  0.872  -3.199  -4.453  0.31
H  0.401  -2.297  -0.216  -0.40
H  0.585  -3.971  -0.776  0.66
H  -0.889  -3.063  -1.160  0.04
H  1.322  0.914  -4.113  0.02
C  0.867  -0.708  -5.456  -1.82
C  2.955  -0.491  -4.051  -1.88
H  -0.227  -0.710  -5.505  0.22
H  1.228  -1.721  -5.675  0.51
H  1.226  -0.060  -6.270  0.43
H  3.524  0.446  -4.060  0.43
H  3.276  -1.070  -4.929  0.44
H  3.242  -1.053  -3.153  0.44
H  2.136  2.980  2.218  -0.23
C  3.917  1.774  2.329  -1.25
C  2.490  2.494  4.283  -1.94
H  1.499  2.730  4.688  0.27
H  3.106  3.398  4.412  0.48
H  2.952  1.711  4.899  0.43
H  4.123  2.219  1.352  0.19
H  4.095  0.695  2.256  0.16
H  4.650  2.186  3.037  0.44
C  1.293  -1.999  2.667  -1.39
C  1.396  -0.689  4.792  -1.58
H  2.909  -0.704  3.264  0.52
H  0.309  -0.768  4.906  0.21
H  1.736  0.199  5.334  0.22
H  1.837  -1.561  5.297  0.51
H  0.199  -1.981  2.563  0.02
H  1.555  -2.870  3.283  0.65
H  1.733  -2.136  1.676  0.13
C  3.120  1.926  -1.501  -1.64
H  2.784  2.896  -1.866  0.60
H  3.562  1.905  -0.498  0.41
H  3.508  1.203  -2.223  0.45
Cl  -3.541  -3.195  -1.193  -0.18
C  -3.079  -3.381  0.449  0.52
C  -3.052  -4.639  1.027  -0.55
C  -2.618  -4.799  2.355  -0.50
C  -2.227  -3.682  3.102  -0.48
C  -2.275  -2.411  2.555  -0.50
C  -2.698  -2.203  1.191  0.53
C  -2.649  -0.944  0.617  -0.34
H  -3.365  -5.499  0.439  0.41
H  -2.591  -5.793  2.799  0.38
H  -1.885  -3.808  4.134  0.37
H  -2.023  -1.531  3.156  0.37
H  -2.165  -0.136  1.160  -0.82
H  -3.220  -0.711  -0.275  0.54



No. 3
ORCA calculation (ωB97M-V/def2-TZVPD) on C5H14NO2PS in the gas phase at a distorted geometry.

Properties
F_max: 0.0646 hartree/bohr
HOMO-LUMO gap: 9.0 eV
calculated total energy: -1143.60611 Ha
HOMO level: -8.4 eV
total charge: 0
relative energy (zero: lowest compared OMol25 entry of this formula, charge and spin): 76.0 kcal/mol

Each line ends with the natural charge from an NBO analysis.
CARTESIAN COORDINATES (ANGSTROEM)
C  -2.064  1.524  0.123  -0.68
C  2.473  1.420  0.493  -0.77
C  0.362  -0.257  -1.372  -0.76
C  1.753  -0.819  -1.096  -0.53
C  -1.585  0.055  0.493  0.17
N  -2.028  -0.269  1.682  -0.73
O  -2.279  -1.612  -0.853  -1.07
O  -0.177  -2.015  0.930  -1.05
P  -0.820  -1.466  -0.482  1.84
S  2.362  -0.320  0.615  0.18
H  -2.421  1.674  -0.905  0.25
H  -2.694  1.893  0.887  0.20
H  -1.117  2.099  0.160  0.22
H  3.098  1.561  -0.450  0.22
H  3.028  1.680  1.340  0.24
H  1.544  2.088  0.438  0.21
H  0.215  0.671  -0.730  0.22
H  0.250  -0.078  -2.428  0.25
H  2.601  -0.449  -1.684  0.22
H  1.788  -1.923  -1.316  0.25
H  0.811  -1.717  0.967  0.50
H  -1.779  -1.134  2.144  0.42
H  -2.910  0.117  2.153  0.37
H  -0.410  -2.723  -1.109  -0.18